Density functional theory data (the ωB97M-V functional and the def2-TZVPD basis) for a 3-piece molecular cluster, C2H10N2O2 overall in a non-equilibrium geometry.

As for the gap between HOMO and LUMO: 10.29 eV. The LUMO energy is 0.8 eV. Its HOMO energy is -9.535 eV. For the energy above the lowest of the compared OMol25 structures with the same formula, charge and spin, the calculation gives 12.5 kcal per mole. The SMILES is C/N=C\N.O.O. The multiplicity is 1.

```
16
Properties=species:S:1:pos:R:3:lowdin_charge:R:1
C 1.58 -1.90 0.69 -0.11
N 1.39 -0.25 -1.65 0.09
C 0.57 -0.11 -0.54 -0.29
N 0.69 -0.73 0.56 -0.06
H 1.23 -2.70 0.03 0.08
H 2.58 -1.58 0.39 0.06
H 1.54 -2.19 1.73 0.07
H 1.48 0.63 -2.13 0.08
H 2.33 -0.51 -1.40 0.07
H -0.27 0.57 -0.56 0.10
H -1.62 0.81 2.19 0.03
H -1.17 -0.34 1.37 -0.01
O -1.88 0.32 1.42 -0.08
H -3.41 3.12 -0.41 0.04
H -2.36 2.03 -0.67 0.00
O -2.70 2.85 -1.02 -0.07
```


Density functional theory data (the ωB97M-V functional and the def2-TZVPD basis) for C4H7NO in the gas phase.

As for the gap between HOMO and LUMO: 10.73 eV. The LUMO energy is 1.0 eV. Its HOMO energy is -9.701 eV. For the energy above the lowest of the compared OMol25 structures with the same formula, charge and spin, the calculation gives 56.8 kcal per mole. The SMILES is O=CCN1CC1. The multiplicity is 1.

```
13
Properties=species:S:1:pos:R:3:lowdin_charge:R:1
O -2.71 -0.68 1.38 0.05
C -1.54 -0.60 1.10 -0.24
C -1.00 0.33 0.03 -0.18
N 0.40 0.67 0.24 -0.13
C 1.18 0.68 -0.98 -0.15
C 1.38 -0.39 0.03 -0.15
H -0.77 -1.23 1.60 0.12
H -1.59 1.25 0.02 0.13
H -1.15 -0.17 -0.94 0.13
H 1.88 1.51 -1.12 0.10
H 0.64 0.38 -1.87 0.10
H 1.05 -1.39 -0.24 0.11
H 2.22 -0.36 0.73 0.10
```